(1)
The following is a DFT calculation (ωB97M-V with the def2-TZVPD basis set) of a structure of composition C34H46Cl2CuINO2Se.

Gap between HOMO and LUMO (spin up / spin down) = 7.21 / 6.43 eV
LUMO energy (spin up / spin down) = -0.002 / -0.031 hartree
Highest occupied orbital energy (spin up / spin down) = -7.3 / -7.3 eV

Structure (ORCA input):
```
! RIJCOSX wB97M-V def2-TZVPD def2/J DEFGRID3
* xyz 0 2
Cu -0.0174 -0.1232 0.1064
C -6.7789 -2.0232 3.0911
C -6.1070 -0.6582 3.3076
C -7.1273 0.4553 3.0295
C -5.6741 -0.5631 4.7712
C -4.9246 -0.5158 2.3523
C -3.6147 -0.3436 2.7671
C -2.5942 -0.2320 1.8273
Se -0.7925 -0.0939 2.4748
C -0.3424 -1.9826 2.4236
C -0.6907 -2.7093 3.5617
C -0.5164 -4.0804 3.6058
C -0.0008 -4.6729 2.4552
C 0.3464 -3.9982 1.2930
C 0.2109 -2.5869 1.2677
O 0.6022 -1.8860 0.2085
C 0.8680 -4.8591 0.1189
C -0.1848 -5.9307 -0.2230
C 1.1562 -4.1019 -1.1837
C 2.1742 -5.5502 0.5461
C -0.8664 -4.9412 4.8191
C 0.3946 -5.6650 5.3130
C -1.9244 -5.9826 4.4246
C -1.4242 -4.1045 5.9716
C -2.8087 -0.2785 0.4387
O -1.8203 -0.1394 -0.4341
C -4.1430 -0.4746 0.0073
C -5.1331 -0.5748 0.9758
C -4.5968 -0.5889 -1.4656
C -3.4791 -0.5072 -2.5137
C -5.2958 -1.9450 -1.6667
C -5.5903 0.5444 -1.7727
H -7.6196 -2.1495 3.7813
H -7.1619 -2.1236 2.0714
H -6.0650 -2.8339 3.2634
H -7.9781 0.3714 3.7135
H -6.6698 1.4393 3.1667
H -7.5109 0.4015 2.0068
H -6.5503 -0.6662 5.4159
H -4.9694 -1.3579 5.0348
H -5.2064 0.4015 4.9906
H -3.3541 -0.3039 3.8177
H -1.1107 -2.1729 4.4027
H 0.1326 -5.7502 2.4661
H -1.1233 -5.4579 -0.5256
H 0.1709 -6.5497 -1.0526
H -0.3975 -6.5922 0.6187
H 0.2735 -3.5775 -1.5519
H 1.9539 -3.3698 -1.0645
H 1.4643 -4.8342 -1.9367
H 2.0286 -6.1947 1.4165
H 2.5597 -6.1675 -0.2724
H 2.9336 -4.8053 0.8013
H 0.8105 -6.3170 4.5404
H 1.1656 -4.9426 5.5951
H 0.1627 -6.2820 6.1873
H -1.5583 -6.6488 3.6387
H -2.1958 -6.5978 5.2886
H -2.8272 -5.4893 4.0536
H -0.7018 -3.3567 6.3117
H -2.3465 -3.5901 5.6848
H -1.6549 -4.7580 6.8168
H -6.1541 -0.7192 0.6320
H -2.7324 -1.2893 -2.3768
H -3.9334 -0.6275 -3.5026
H -2.9621 0.4528 -2.4842
H -4.6060 -2.7656 -1.4475
H -6.1703 -2.0597 -1.0226
H -5.6276 -2.0434 -2.7052
H -5.1146 1.5195 -1.6275
H -5.9255 0.4772 -2.8130
H -6.4733 0.5022 -1.1308
Cl -0.2074 2.6941 -0.5936
C 0.0991 2.3589 -2.3061
Cl 0.2936 0.6247 -2.6200
H 1.0129 2.8580 -2.5896
H -0.7459 2.7100 -2.8786
I 4.3393 1.8128 3.9002
C 3.8043 1.0954 2.0212
C 4.7693 0.7268 1.0997
C 4.3489 0.2495 -0.1317
C 2.9934 0.1561 -0.3854
N 2.0652 0.5168 0.5066
C 2.4632 0.9770 1.6930
H 5.8224 0.8079 1.3379
H 5.0652 -0.0583 -0.8827
H 2.6275 -0.2373 -1.3267
H 1.6946 1.2685 2.3926
*
```

***

(2)
The following is a DFT calculation (ωB97M-V with the def2-TZVPD basis set) of a structure of composition C3H8F9O13PtS3.

Gap between HOMO and LUMO (spin up / spin down) = 2.94 / 2.18 eV
LUMO energy (spin up / spin down) = -0.100 / -0.128 hartree
Highest occupied orbital energy (spin up / spin down) = -5.7 / -5.7 eV

Structure (ORCA input):
```
! RIJCOSX wB97M-V def2-TZVPD def2/J DEFGRID3
* xyz -1 3
Pt 0.1271 1.9630 1.1134
C 4.1532 0.4656 -4.8585
F 4.7311 1.6300 -4.5016
F 4.3899 0.3451 -6.1347
F 4.7147 -0.5832 -4.2251
S 2.2368 0.4479 -4.4202
O 1.6651 1.4554 -5.2950
O 1.7758 -0.9008 -4.6573
O 2.2467 0.8080 -2.9951
C -5.3813 -2.7936 0.2737
F -4.9440 -3.7496 1.0916
F -6.2599 -3.3445 -0.6119
F -5.9702 -1.7313 0.9459
S -3.9168 -2.0796 -0.8626
O -3.2705 -1.0934 0.0134
O -3.1667 -3.3034 -1.2254
O -4.5193 -1.3934 -2.0067
C 1.2263 -5.1458 2.6498
F 1.2932 -4.9006 3.9674
F 1.8423 -6.3123 2.4553
F -0.0821 -5.3081 2.3321
S 2.1886 -3.7059 1.6428
O 1.9034 -4.0487 0.2385
O 1.5467 -2.4331 2.0023
O 3.6198 -3.7684 2.0712
O -2.6263 3.7637 3.3981
H -3.5443 3.6129 3.6233
H -2.3827 4.5452 3.8943
O 2.0224 2.5034 4.5358
H 2.5640 3.2435 4.8099
H 2.1157 1.8633 5.2415
O -2.3309 4.0532 -1.4796
H -2.6567 4.9157 -1.2226
H -2.5910 3.9616 -2.3962
O 2.1979 5.3883 0.3366
H 2.9867 5.7543 0.7366
H 2.0952 5.8754 -0.4809
*
```

***

(3)
The following is a DFT calculation (ωB97M-V with the def2-TZVPD basis set) of a structure of composition C12H18F2O6Tl.

Gap between HOMO and LUMO = 4.00 eV
LUMO energy = -0.352 hartree
Highest occupied orbital energy = -13.6 eV

Structure (ORCA input):
```
! RIJCOSX wB97M-V def2-TZVPD def2/J DEFGRID3
* xyz 1 1
Tl -1.1213 21.8214 -1.5626
F -2.5548 23.3991 -3.3784
F -0.2703 19.7956 -0.0032
O -2.9984 20.4653 -3.3258
C -4.0636 20.3893 -3.8872
O -4.1856 19.7204 -5.0274
C -5.5827 19.6316 -5.4652
C -6.3490 20.0382 -4.2094
C -5.4029 20.9467 -3.4547
H -5.8396 18.6292 -5.7912
H -5.5801 20.3266 -6.3042
H -6.5805 19.1361 -3.6374
H -7.3292 20.4672 -4.4155
H -5.5511 20.9146 -2.3799
H -5.5774 21.9487 -3.8522
O -3.0873 19.9290 -0.4924
C -3.1603 18.9595 0.2195
O -4.0776 18.9423 1.2210
C -4.2679 17.5964 1.6867
C -3.7597 16.7081 0.5714
C -2.5984 17.5677 0.0679
H -5.2824 17.3206 1.9558
H -3.5910 17.5087 2.5414
H -4.4526 16.7344 -0.2775
H -3.4925 15.6762 0.7710
H -2.2185 17.4110 -0.9366
H -1.7738 17.4610 0.7819
O -0.1726 20.7860 -4.0715
C -0.1709 20.9798 -5.2606
O 0.7774 20.5347 -6.0719
C 0.5980 21.0360 -7.3990
C -0.3188 22.2539 -7.2740
C -1.1307 21.8469 -6.0364
H 0.1935 20.3238 -8.1211
H 1.5344 21.3172 -7.8793
H -1.0612 22.3276 -8.0665
H 0.1649 23.2220 -7.1657
H -1.8930 21.1767 -6.4460
H -1.5319 22.6211 -5.3878
*
```

***

(4)
The following is a DFT calculation (ωB97M-V with the def2-TZVPD basis set) of a structure of composition C6H8Br6O2.

Gap between HOMO and LUMO = 9.69 eV
LUMO energy = -0.022 hartree
Highest occupied orbital energy = -10.3 eV

Structure (ORCA input):
```
! RIJCOSX wB97M-V def2-TZVPD def2/J DEFGRID3
* xyz 0 1
O -1.5182 -5.3809 1.9282
C -1.3764 -4.3692 1.3200
O -1.3262 -3.1847 1.9587
C -1.1392 -2.0894 1.0722
C -1.4120 -2.6278 -0.3366
C -1.2517 -4.1485 -0.1835
H -0.0913 -1.7808 1.1265
H -1.7927 -1.2571 1.3092
H -0.7530 -2.2613 -1.1198
H -2.4268 -2.3232 -0.6039
H -0.2937 -4.4548 -0.5926
H -2.0703 -4.6997 -0.6419
C 0.5498 6.3027 -1.3052
Br -1.2118 6.4848 -2.0781
Br 0.7732 4.6593 -0.2838
Br 0.9051 7.8563 -0.1291
H 1.2526 6.2187 -2.1201
C 2.5360 1.4987 0.1986
Br 2.5232 1.4698 -1.7662
Br 4.0986 2.4181 0.8471
Br 2.3732 -0.3437 0.8587
H 1.6517 2.0127 0.5415
*
```

***

(5)
The following is a DFT calculation (ωB97M-V with the def2-TZVPD basis set) of a cluster of 2 separate species, C4H11NO4S in total.

Gap between HOMO and LUMO = 8.34 eV
SMILES = CCC(O)=S(=O)(O)O.C=N
LUMO energy = 0.021 hartree
Highest occupied orbital energy = -7.8 eV

Structure (ORCA input):
```
! RIJCOSX wB97M-V def2-TZVPD def2/J DEFGRID3
* xyz 0 1
C -1.1609 -2.1517 -1.2579
C -0.3261 -1.4220 -0.2080
C 0.2921 -0.1356 -0.6899
O 0.7792 -0.2562 -1.9699
S -0.9390 1.1990 -0.6899
O -0.3019 2.2801 -1.3876
O -0.9746 1.4645 0.9000
O -2.5798 1.4846 -0.8581
H -1.5821 -3.0719 -0.8560
H -1.9705 -1.5102 -1.6034
H -0.5353 -2.3989 -2.1118
H -0.9198 -1.1890 0.6775
H 0.5013 -2.0646 0.1054
H 1.1586 0.5977 -2.2187
H -0.0705 1.3885 1.2781
H -3.0529 1.1016 -0.1172
C 2.6104 0.7266 2.0004
N 1.4807 1.2323 2.1915
H 3.4700 0.8047 2.6684
H 2.7510 0.1572 1.0906
H 1.3699 1.7633 3.0565
*
```

***

(6)
The following is a DFT calculation (ωB97M-V with the def2-TZVPD basis set) of a cluster of 9 separate species, C41H108N10O13 in total.

Gap between HOMO and LUMO = 8.89 eV
SMILES = COC[C@H](C)N.COC[C@H](C)N.COC[C@H](C)N.COC[C@H](C)N.COCCNCCOC.COCCNCCOC.COCCNCCOC.COCCNCCOC.NC(N)=O
LUMO energy = 0.016 hartree
Highest occupied orbital energy = -8.5 eV

Structure (ORCA input):
```
! RIJCOSX wB97M-V def2-TZVPD def2/J DEFGRID3
* xyz 0 1
C -1.7150 -15.4037 19.2784
O -0.4424 -15.9642 18.9124
C 0.0126 -15.3859 17.7044
C 1.3486 -15.9571 17.1140
C 1.4795 -15.5235 15.7038
N 1.3923 -17.3944 17.1493
H -1.6675 -14.3164 19.2186
H -1.8720 -15.7608 20.2962
H -2.6015 -15.6996 18.7175
H -0.7518 -15.3847 16.9274
H 0.2140 -14.3436 17.9516
H 2.2045 -15.5128 17.6220
H 0.7260 -15.8714 14.9971
H 2.3951 -15.8808 15.2326
H 1.3227 -14.4504 15.5937
H 1.4776 -17.7599 18.0870
H 0.6175 -17.9024 16.7471
C 1.2681 -22.0655 7.1979
O 1.1292 -23.1011 8.0756
C 0.6301 -22.6713 9.3876
C 0.2279 -23.8850 10.3280
C -0.4649 -23.5326 11.6380
N 1.4486 -24.5270 10.7077
H 1.6698 -22.3595 6.2282
H 2.0098 -21.4216 7.6703
H 0.3911 -21.4333 7.0589
H 1.3569 -22.0958 9.9610
H -0.3246 -22.1745 9.2148
H -0.4261 -24.4743 9.6853
H -0.8705 -24.4110 12.1399
H -1.1865 -22.7281 11.4958
H 0.2360 -23.0750 12.3362
H 2.1237 -23.9020 11.1246
H 1.9002 -24.9069 9.8881
C 5.7410 -17.5343 9.6149
O 6.4210 -16.3041 9.9026
C 7.6217 -16.0157 9.1707
C 8.4101 -14.9163 9.9504
C 7.7479 -13.5970 10.0244
N 9.7711 -14.6403 9.4273
H 6.4093 -18.3227 9.2687
H 5.0966 -17.3549 8.7543
H 5.2298 -17.9132 10.4999
H 8.2310 -16.9193 9.1539
H 7.4106 -15.7131 8.1450
H 8.5087 -15.2279 10.9903
H 8.3502 -12.9723 10.6839
H 6.7579 -13.7383 10.4580
H 7.5784 -13.1592 9.0407
H 10.1962 -13.8891 9.9519
H 9.6495 -14.3985 8.4543
C -0.8446 -18.6439 9.1081
O -0.0489 -17.6792 9.7652
C 1.2907 -18.0506 10.0119
C 1.4770 -18.9930 11.2131
C 1.2004 -18.3090 12.6137
N 2.9386 -19.2690 11.1878
H -1.9079 -18.5875 9.3409
H -0.5174 -19.6556 9.3481
H -0.6572 -18.6058 8.0350
H 1.7395 -18.5646 9.1619
H 1.8810 -17.1434 10.1411
H 0.7537 -19.8060 11.1499
H 1.0885 -19.1756 13.2653
H 0.1962 -17.8866 12.5796
H 1.9501 -17.5477 12.8288
H 3.1541 -19.8661 11.9733
H 3.5740 -18.4864 11.1253
C 3.2660 -20.0178 14.7815
O 3.7137 -20.8891 13.7091
C 3.4547 -22.3312 13.7607
C 4.2886 -23.0130 12.6440
N 3.8167 -22.6593 11.3367
C 4.6896 -23.0864 10.1833
C 5.8846 -22.0740 10.0279
O 6.8571 -21.9053 11.0511
C 7.5358 -23.1034 11.3105
H 2.2557 -20.1702 15.1610
H 3.3340 -18.9697 14.4900
H 3.9578 -20.2266 15.5976
H 2.3761 -22.4700 13.6857
H 3.7010 -22.7012 14.7560
H 4.3061 -24.1013 12.7018
H 5.3323 -22.7194 12.7561
H 3.6392 -21.6651 11.3234
H 4.1326 -22.9323 9.2591
H 5.1112 -24.0895 10.2477
H 5.4525 -21.1081 9.7664
H 6.4451 -22.3349 9.1303
H 8.3810 -22.9228 11.9746
H 7.9993 -23.4965 10.4056
H 6.9388 -23.9211 11.7143
C -3.5318 -22.3456 6.6221
O -4.3318 -21.8541 7.6512
C -5.5869 -21.5279 7.2460
C -6.3798 -20.8500 8.2886
N -5.6522 -19.6814 8.8167
C -6.2827 -19.0165 9.9508
C -5.2214 -18.0857 10.6406
O -4.1282 -18.8815 11.1229
C -3.1621 -18.1595 11.8914
H -3.5349 -21.7076 5.7383
H -3.7582 -23.3612 6.2974
H -2.4798 -22.2424 6.8880
H -6.1684 -22.4312 7.0613
H -5.6793 -20.9267 6.3415
H -6.5229 -21.5708 9.0936
H -7.3140 -20.4270 7.9192
H -4.7075 -19.9098 9.0914
H -6.5768 -19.8580 10.5782
H -7.2025 -18.5055 9.6666
H -5.7167 -17.4704 11.3916
H -4.9330 -17.3671 9.8734
H -2.5616 -18.9118 12.4028
H -3.6940 -17.6443 12.6913
H -2.4828 -17.5136 11.3350
C 3.9740 -19.2905 6.7674
O 4.5395 -19.9328 5.6507
C 5.9630 -20.2994 5.8139
C 6.3642 -21.2662 4.6765
N 5.5705 -21.0471 3.4439
C 5.7262 -22.1244 2.4588
C 4.9280 -23.3599 2.7831
O 3.5620 -23.1555 2.5405
C 2.7755 -24.3340 2.5997
H 2.9166 -19.0707 6.6202
H 4.4393 -18.3133 6.8964
H 4.0942 -19.8505 7.6948
H 6.1609 -20.7963 6.7637
H 6.6208 -19.4333 5.7414
H 6.3931 -22.2746 5.0894
H 7.3749 -20.9282 4.4481
H 4.6097 -21.0420 3.7554
H 6.7872 -22.3538 2.5576
H 5.5216 -21.6918 1.4795
H 5.0468 -23.5888 3.8422
H 5.2565 -24.2132 2.1898
H 2.9729 -25.0073 1.7656
H 1.7620 -23.9330 2.6057
H 3.1436 -24.8219 3.5023
C 3.8340 -12.9991 8.5417
O 2.7983 -13.9290 8.4718
C 2.0947 -14.2380 9.6823
C 0.6848 -14.7662 9.3412
N -0.1464 -13.6408 8.8312
C -1.4932 -13.9481 8.4743
C -1.5933 -14.6330 7.1079
O -1.0993 -13.7397 6.0473
C -1.2800 -14.3494 4.7765
H 4.4043 -12.9974 7.6128
H 4.5279 -13.2834 9.3327
H 3.4615 -11.9920 8.7290
H 1.9767 -13.3765 10.3395
H 2.6604 -15.0389 10.1586
H 0.2167 -15.2626 10.1912
H 0.8103 -15.5353 8.5790
H 0.3153 -13.3788 7.9720
H -2.1188 -13.0590 8.5519
H -1.8604 -14.5895 9.2755
H -2.5703 -15.0852 6.9374
H -0.9025 -15.4712 7.0165
H -1.1948 -13.5098 4.0866
H -2.1486 -14.9494 4.5051
H -0.4682 -15.0004 4.4522
N 7.9985 -18.9922 13.4293
C 6.6927 -18.9655 13.6381
N 6.1091 -19.9938 13.1115
O 6.0662 -18.0993 14.1879
H 8.5131 -19.7190 12.9527
H 8.6218 -18.2509 13.7157
H 6.6543 -20.6826 12.6131
H 5.1336 -20.0740 13.3606
*
```